ORCA calculation (the ωB97M-V functional and the def2-TZVPD basis) on a molecular structure, C31H23Cl2N3NaO4.

XYZ file:
```
64
Properties=species:S:1:pos:R:3:lowdin_charge:R:1
Na 0.596 -0.425 0.144 0.405
C -1.437 -1.445 2.833 -0.072
O -1.525 -0.914 1.523 -0.106
C -2.674 -1.121 0.820 -0.236
C -3.760 -1.837 1.310 -0.029
C -4.879 -2.030 0.503 -0.102
C -4.911 -1.516 -0.780 -0.105
C -3.824 -0.795 -1.259 -0.035
C -2.711 -0.580 -0.472 -0.178
N -1.542 0.124 -0.918 0.074
N -1.828 0.917 -1.860 0.072
C -0.858 1.675 -2.470 -0.140
C 0.545 1.561 -2.246 -0.351
O 1.086 0.760 -1.439 -0.127
C 1.404 2.433 -3.047 -0.003
C 0.909 3.296 -3.950 -0.040
C -0.503 3.420 -4.182 -0.187
C -1.000 4.331 -5.129 -0.062
C -2.348 4.455 -5.354 -0.115
C -3.230 3.651 -4.613 -0.105
C -2.764 2.756 -3.684 -0.037
C -1.380 2.608 -3.441 -0.112
H -1.559 -2.533 2.820 0.092
H -2.198 -0.997 3.478 0.096
H -0.433 -1.205 3.170 0.083
H -3.738 -2.245 2.307 0.096
H -5.718 -2.595 0.888 0.095
H -5.770 -1.678 -1.416 0.093
H -3.819 -0.392 -2.263 0.102
H 2.467 2.332 -2.869 0.107
H 1.578 3.925 -4.529 0.105
H -0.292 4.936 -5.682 0.102
H -2.724 5.160 -6.083 0.087
H -4.298 3.737 -4.773 0.092
H -3.456 2.152 -3.116 0.092
Cl 4.696 -6.282 -2.035 0.674
C 4.822 -4.706 -2.766 -0.587
C 5.716 -4.548 -3.813 -0.124
C 5.831 -3.312 -4.426 -0.091
C 5.063 -2.245 -3.988 -0.107
C 4.185 -2.426 -2.929 -0.565
Cl 3.233 -1.081 -2.411 0.827
C 4.034 -3.662 -2.296 -0.316
N 3.134 -3.843 -1.224 0.064
C 1.770 -3.719 -1.494 -0.230
C 1.273 -3.819 -2.791 -0.037
C -0.083 -3.691 -3.047 -0.087
C -0.977 -3.492 -2.007 -0.090
C -0.482 -3.440 -0.712 -0.043
C 0.873 -3.545 -0.426 -0.153
C 1.326 -3.499 1.016 -0.048
C 2.138 -2.229 1.349 -0.675
O 3.352 -2.259 1.101 -0.020
O 1.490 -1.259 1.818 -0.078
H 6.306 -5.393 -4.136 0.096
H 6.517 -3.179 -5.251 0.101
H 5.133 -1.272 -4.449 0.100
H 3.433 -3.368 -0.354 0.104
H 1.964 -3.969 -3.611 0.112
H -0.434 -3.744 -4.069 0.098
H -2.037 -3.379 -2.192 0.096
H -1.171 -3.316 0.114 0.105
H 1.944 -4.367 1.255 0.124
H 0.429 -3.528 1.635 0.101
```

Calculated values
LUMO level = 2.198 eV
total charge = -1
HOMO energy = -0.1661 hartree
Kohn-Sham gap = 6.718 eV


ORCA calculation (the ωB97M-V functional and the def2-TZVPD basis) on a molecular structure, C31H23ClCuN8O6Se.

XYZ file:
```
71
Properties=species:S:1:pos:R:3:lowdin_spin:R:1
Cu -0.058 -0.252 -0.427 0.747
O 0.221 -0.040 1.468 0.093
N 1.419 0.095 1.907 0.018
N 2.322 0.110 1.018 -0.002
O 2.102 0.024 -0.259 0.001
C 3.684 0.225 1.472 0.000
C 4.651 0.539 0.534 -0.001
C 5.975 0.637 0.938 0.000
C 6.322 0.421 2.262 -0.001
C 5.337 0.106 3.191 0.000
C 4.011 0.003 2.804 0.000
H 4.355 0.710 -0.490 0.000
H 6.736 0.884 0.210 0.000
H 7.355 0.496 2.573 0.000
H 5.601 -0.061 4.227 0.000
H 3.237 -0.238 3.517 0.000
O -0.547 3.175 -4.988 0.000
C -0.708 1.932 -5.381 0.000
O -0.883 1.630 -6.535 0.000
C -0.649 0.863 -4.328 0.000
C -0.798 -0.489 -4.589 0.000
Cl -1.184 -1.283 -6.035 0.001
N -0.655 -1.177 -3.434 0.006
N -0.440 -0.314 -2.416 0.034
C -0.433 0.909 -2.935 0.000
C -0.271 2.065 -1.960 0.003
O -0.233 3.212 -2.416 0.002
O -0.217 1.725 -0.750 0.043
C -0.727 -2.596 -3.245 0.000
C -1.584 -3.122 -2.293 0.000
C -1.653 -4.495 -2.126 0.000
C -0.873 -5.334 -2.906 0.000
C -0.010 -4.795 -3.850 0.000
C 0.068 -3.423 -4.022 0.000
H -0.426 3.252 -3.988 0.000
H -2.171 -2.468 -1.668 0.000
H -2.313 -4.907 -1.374 0.000
H -0.930 -6.406 -2.774 0.000
H 0.610 -5.443 -4.455 0.000
H 0.746 -2.999 -4.751 0.000
N -7.429 1.096 1.503 0.000
C -6.356 0.847 1.181 0.000
C -5.012 0.527 0.773 0.000
C -3.968 0.571 1.686 0.000
C -2.695 0.242 1.249 0.000
N -2.432 -0.121 -0.008 0.007
C -3.440 -0.133 -0.880 0.000
C -4.745 0.176 -0.544 0.000
H -4.139 0.857 2.714 0.000
H -1.850 0.269 1.923 0.000
H -3.192 -0.374 -1.906 0.000
H -5.529 0.153 -1.287 0.000
C 2.940 -1.906 -2.155 0.000
N 3.371 -2.446 -0.887 0.003
C 2.559 -2.854 0.109 0.006
Se 0.724 -2.992 0.135 0.033
N 3.357 -3.198 1.148 0.004
C 4.692 -3.005 0.827 0.000
C 5.864 -3.191 1.538 0.000
C 7.047 -2.877 0.887 0.001
C 7.053 -2.391 -0.423 0.001
C 5.876 -2.199 -1.129 0.000
C 4.697 -2.520 -0.477 0.000
H 1.889 -2.148 -2.273 0.000
H 3.516 -2.364 -2.959 0.000
H 3.068 -0.823 -2.159 0.000
H 2.978 -3.514 2.023 0.000
H 5.858 -3.557 2.556 0.000
H 7.986 -3.006 1.407 0.000
H 7.997 -2.154 -0.894 0.000
H 5.879 -1.811 -2.139 0.000
```

Calculated values
LUMO level (alpha / beta) = -0.472 / -0.868 eV
total charge = 0
2S+1 = 2
HOMO energy (alpha / beta) = -0.2960 / -0.2961 hartree
Kohn-Sham gap (alpha / beta) = 7.584 / 7.189 eV


ORCA calculation (the ωB97M-V functional and the def2-TZVPD basis) on a molecular structure, C31H23N4O7RhS3.

XYZ file:
```
69
Properties=species:S:1:pos:R:3:lowdin_spin:R:1
Rh -1.302 0.742 1.114 2.390
C -1.780 0.313 -2.334 0.013
C -1.336 -0.736 -1.368 0.073
N -2.099 -0.866 -0.266 0.270
N -2.364 -2.064 0.179 0.190
C -2.490 -2.247 1.501 0.049
S -1.960 -1.255 2.724 0.397
S -3.324 -3.736 2.010 0.010
C -3.350 -4.724 0.487 0.003
C -2.031 -5.379 0.162 0.000
C -1.431 -6.255 1.063 0.000
C -0.220 -6.857 0.766 0.000
C 0.416 -6.588 -0.441 0.000
C -0.172 -5.715 -1.344 0.000
C -1.387 -5.115 -1.040 0.000
C -0.128 -1.453 -1.477 0.035
C 0.467 -1.740 -2.735 0.005
C 1.627 -2.451 -2.838 0.027
C 2.282 -2.873 -1.642 0.010
C 1.794 -2.548 -0.418 0.020
C 0.591 -1.759 -0.252 0.024
O 0.300 -1.287 0.871 0.113
H -2.824 0.160 -2.610 0.001
H -1.138 0.357 -3.209 0.000
H -1.725 1.278 -1.812 0.002
H -3.689 -4.090 -0.327 0.000
H -4.115 -5.480 0.684 0.000
H -1.909 -6.440 2.018 0.000
H 0.241 -7.524 1.485 0.000
H 1.377 -7.035 -0.664 0.000
H 0.334 -5.466 -2.266 0.000
H -1.825 -4.400 -1.725 0.000
H -0.054 -1.432 -3.635 -0.001
H 2.042 -2.707 -3.805 0.002
H 3.203 -3.441 -1.720 0.000
H 2.314 -2.819 0.493 0.000
N -4.187 1.680 2.632 0.024
C -3.184 1.430 2.109 0.113
O 3.607 3.290 1.444 0.001
C 3.815 2.436 0.401 0.002
C 5.024 2.439 -0.288 0.000
C 5.230 1.586 -1.364 0.001
C 4.216 0.730 -1.767 0.000
C 3.006 0.747 -1.083 0.002
C 2.789 1.574 0.011 0.003
C 1.469 1.476 0.742 0.013
O 1.462 1.476 1.974 0.016
O 0.453 1.345 -0.018 0.081
H 4.357 3.891 1.493 0.000
H 5.808 3.124 0.023 0.000
H 6.179 1.601 -1.886 0.000
H 4.356 0.062 -2.607 0.000
H 2.195 0.104 -1.402 0.001
O -1.589 6.968 -1.262 0.000
S -2.443 6.162 -0.419 0.001
O -3.741 6.724 -0.131 0.001
N -2.533 4.646 -0.924 0.003
C -1.972 3.787 -0.058 0.008
O -1.969 2.558 -0.222 0.077
C -1.352 4.462 1.143 0.001
C -0.612 3.943 2.185 0.010
C -0.169 4.809 3.180 0.001
C -0.452 6.171 3.140 0.000
C -1.169 6.701 2.070 0.000
C -1.591 5.820 1.097 0.000
H -0.276 2.910 2.247 0.008
H 0.423 4.409 3.993 0.000
H -0.099 6.818 3.934 0.000
H -1.388 7.758 1.987 0.000
```

Calculated values
LUMO level (alpha / beta) = 3.976 / 3.049 eV
total charge = -2
2S+1 = 5
HOMO energy (alpha / beta) = -0.0913 / -0.1170 hartree
Kohn-Sham gap (alpha / beta) = 6.461 / 6.233 eV